ORCA calculation (wB97M-V/def2-TZVPD) on the molecule C3H6O2S in a non-equilibrium geometry.

The HOMO energy is -9.291 eV. As for the HOMO-LUMO gap: 9.860 eV. The energy above the lowest of the compared OMol25 structures with the same formula, charge and spin comes out at 32.9 kcal per mole. The calculation puts the strongest force on any atom at 0.078 hartree/bohr. As for the lowest unoccupied orbital energy: 0.6 eV. The SMILES is O=C(O)CCS.

```
! wB97M-V def2-TZVPD RIJCOSX def2/J DEFGRID3
* xyz 0 1
O -1.33 -0.06 2.06
C -0.74 -0.59 1.16
O -0.26 -1.88 1.36
C -0.78 0.07 -0.19
C 0.43 0.88 -0.86
S 2.06 0.05 -0.75
H -0.68 -2.33 2.17
H -1.65 0.69 -0.17
H -0.55 -0.74 -0.88
H 0.32 1.00 -1.95
H 0.56 1.89 -0.56
H 2.61 1.03 -1.40
*
```

Atomic partial charges in e from the natural (NBO) method, atoms 1 to 2:
1 O -0.586
2 C 0.785

***

ORCA calculation (wB97M-V/def2-TZVPD) on a cluster of 8 separate species, C28H22B2N6O20 in total in a non-equilibrium geometry.

The HOMO energy (spin up / spin down) is -7.593 / -7.593 eV. As for the HOMO-LUMO gap (spin up / spin down): 7.785 / 3.334 eV. The calculation puts the strongest force on any atom at 0.092 hartree/bohr. As for the lowest unoccupied orbital energy (spin up / spin down): 0.2 / -4.3 eV.

```
! wB97M-V def2-TZVPD RIJCOSX def2/J DEFGRID3
* xyz -1 2
O 0.21 2.62 -5.00
C 1.39 2.44 -4.70
O 2.00 1.80 -3.63
B 3.49 2.00 -3.65
O 3.70 2.90 -4.82
C 2.53 3.16 -5.45
O 2.38 3.96 -6.40
O 4.10 0.69 -3.87
C 4.80 0.34 -2.79
O 5.39 -0.71 -2.61
C 4.84 1.62 -1.85
O 4.18 2.56 -2.46
O 5.45 1.70 -0.79
O -1.28 -1.83 -2.62
C -0.82 -0.85 -2.09
O -0.13 -0.85 -1.04
B 0.26 0.56 -0.69
O -0.51 1.44 -1.60
C -1.15 0.67 -2.46
O -1.82 1.05 -3.36
O -0.16 0.85 0.69
C 0.91 1.04 1.49
O 0.96 1.18 2.72
C 2.15 0.99 0.57
O 1.72 0.80 -0.69
O 3.23 1.34 0.99
C 2.37 -2.38 -3.35
C 1.83 -1.50 -4.32
N 1.44 -0.73 -5.09
H 3.15 -1.81 -2.85
H 2.77 -3.27 -3.83
H 1.65 -2.70 -2.59
C 0.32 4.64 2.86
C 1.71 4.20 3.00
N 2.80 3.87 3.13
H 0.07 4.95 1.85
H 0.22 5.53 3.48
H -0.34 3.81 3.08
C 0.58 -4.50 -0.49
C 1.68 -3.63 0.04
N 2.55 -2.96 0.46
H 1.08 -5.26 -1.10
H -0.04 -3.93 -1.18
H -0.03 -4.86 0.34
C -2.80 -3.04 -5.37
C -4.17 -2.77 -5.82
N -5.24 -2.56 -6.23
H -2.31 -3.68 -6.11
H -2.88 -3.57 -4.42
H -2.38 -2.06 -5.17
C -3.01 3.42 2.22
C -3.34 2.68 3.35
C -3.75 1.33 3.18
C -3.65 0.72 1.91
C -3.08 1.48 0.82
C -2.81 2.79 1.01
N -4.07 -0.63 1.64
O -3.92 -1.15 0.50
O -4.54 -1.24 2.60
H -2.75 4.47 2.30
H -3.54 3.10 4.33
H -4.11 0.76 4.02
H -2.97 1.03 -0.15
H -2.43 3.39 0.19
C -0.03 -3.41 3.93
C -0.64 -2.33 3.22
C -0.74 -1.11 3.90
C -0.41 -1.04 5.27
C 0.08 -2.18 5.90
C 0.40 -3.35 5.25
N -0.51 0.16 6.09
O 0.11 0.22 7.17
O -1.26 1.03 5.66
H 0.16 -4.25 3.27
H -0.94 -2.42 2.19
H -1.12 -0.30 3.29
H 0.26 -2.26 6.96
H 0.75 -4.19 5.83
*
```

Atomic partial charges in e from the Löwdin method, atoms 1 to 2:
1 O 0.146
2 C -0.302

***

ORCA calculation (wB97M-V/def2-TZVPD) on the molecule C4H5NO2 in a non-equilibrium geometry.

The HOMO energy is -8.591 eV. As for the HOMO-LUMO gap: 9.250 eV. The energy above the lowest of the compared OMol25 structures with the same formula, charge and spin comes out at 51.7 kcal per mole. The calculation puts the strongest force on any atom at 0.063 hartree/bohr. As for the lowest unoccupied orbital energy: 0.7 eV. The SMILES is Cc1coc(=O)[nH]1.

```
! wB97M-V def2-TZVPD RIJCOSX def2/J DEFGRID3
* xyz 0 1
C 0.17 0.35 -1.72
C 0.19 0.15 -0.27
C -0.17 -1.12 0.03
O -0.54 -1.19 1.35
C -0.27 0.01 1.91
O -0.49 0.30 3.06
N 0.28 0.83 0.92
H -0.78 0.69 -2.10
H 0.98 0.96 -2.17
H -0.19 -0.79 -1.76
H 0.41 -1.96 -0.33
H 0.41 1.81 1.08
*
```

Atomic partial charges in e from the natural (NBO) method, atoms 1 to 2:
1 C -0.670
2 C 0.148

***

ORCA calculation (wB97M-V/def2-TZVPD) on the ion C2H4O3P with charge -1 in a non-equilibrium geometry.

The HOMO energy is -4.546 eV. As for the HOMO-LUMO gap: 8.797 eV. The energy above the lowest of the compared OMol25 structures with the same formula, charge and spin comes out at 14.1 kcal per mole. The calculation puts the strongest force on any atom at 0.065 hartree/bohr. As for the lowest unoccupied orbital energy: 4.3 eV. The SMILES is C[C@H]1O[P@@]1(=O)[O-].

```
! wB97M-V def2-TZVPD RIJCOSX def2/J DEFGRID3
* xyz -1 1
C 0.81 1.08 0.31
C 0.52 -0.36 -0.31
O 0.10 -1.33 0.74
P -1.20 -0.89 -0.26
O -1.77 -1.96 -1.13
O -2.05 0.09 0.41
H 0.37 1.75 -0.45
H 1.88 1.27 0.53
H 0.15 1.23 1.11
H 1.20 -0.87 -0.95
*
```

Atomic partial charges in e from the natural (NBO) method, atoms 1 to 2:
1 C -0.650
2 C -0.316

***

ORCA calculation (wB97M-V/def2-TZVPD) on a cluster of 5 separate species, C13H19Cl17P in total in a non-equilibrium geometry.

The HOMO energy is -12.565 eV. As for the HOMO-LUMO gap: 8.410 eV. The calculation puts the strongest force on any atom at 0.027 hartree/bohr. As for the lowest unoccupied orbital energy: -4.2 eV.

```
! wB97M-V def2-TZVPD RIJCOSX def2/J DEFGRID3
* xyz 1 1
C 1.57 -2.73 -0.18
C 2.32 -2.02 -1.04
P 2.11 -2.07 -2.79
Cl 1.40 -3.81 -3.40
C 1.13 -0.70 -3.40
C 0.01 -0.19 -2.46
C -0.93 -1.32 -1.99
C -2.40 -0.89 -2.01
C -3.34 -1.87 -1.27
C -2.91 -3.34 -1.31
C -2.98 -3.95 -2.72
H 1.30 -3.77 -0.33
H 1.21 -2.26 0.72
H 3.13 -1.39 -0.68
H 3.37 -1.99 -3.38
H 1.79 0.11 -3.70
H 0.65 -1.06 -4.32
H -0.56 0.54 -3.03
H 0.48 0.29 -1.60
H -0.82 -2.20 -2.64
H -0.69 -1.58 -0.96
H -2.75 -0.68 -3.02
H -2.44 0.06 -1.48
H -3.39 -1.56 -0.22
H -4.33 -1.82 -1.72
H -3.61 -3.89 -0.68
H -1.93 -3.51 -0.86
H -2.35 -4.84 -2.78
H -2.72 -3.25 -3.51
H -3.99 -4.31 -2.90
C -0.31 2.95 0.27
Cl 1.10 3.91 -0.19
Cl -1.45 2.88 -1.08
Cl 0.23 1.31 0.69
Cl -1.09 3.67 1.67
C 1.16 4.74 5.04
Cl 2.74 4.97 5.78
Cl -0.06 4.52 6.29
Cl 0.76 6.15 4.05
Cl 1.20 3.30 4.00
C 5.11 1.92 -3.04
Cl 5.17 1.95 -4.79
Cl 4.29 0.40 -2.52
Cl 6.73 1.93 -2.37
Cl 4.19 3.29 -2.44
C -1.62 2.43 9.66
Cl -0.04 2.67 10.41
Cl -2.84 2.19 10.92
Cl -2.04 3.85 8.70
Cl -1.57 1.01 8.61
*
```

Atomic partial charges in e from the natural (NBO) method, atoms 1 to 2:
1 C -0.198
2 C -0.660

***

ORCA calculation (wB97M-V/def2-TZVPD) on a structure of composition C35H25F2N4NiO2PS.

The HOMO energy (spin up / spin down) is -7.019 / -8.091 eV. As for the HOMO-LUMO gap (spin up / spin down): 6.704 / 7.777 eV. The energy above the lowest of the compared OMol25 structures with the same formula, charge and spin comes out at 26.8 kcal per mole. The calculation puts the strongest force on any atom at 0.015 hartree/bohr. As for the lowest unoccupied orbital energy (spin up / spin down): -0.3 / -0.3 eV.

```
! wB97M-V def2-TZVPD RIJCOSX def2/J DEFGRID3
* xyz 0 3
Ni 1.15 -0.59 -0.16
O 2.81 -2.96 2.71
C 2.09 -2.09 2.26
O 2.41 -1.17 1.43
C 0.59 -2.11 2.71
P -0.31 -0.86 1.73
C -0.32 0.60 2.83
C 0.84 1.46 2.44
C 1.02 2.86 3.09
C -0.12 3.23 3.98
C -1.10 2.38 4.29
C -1.23 1.04 3.70
C -2.03 -1.40 1.48
C -3.02 -0.44 1.25
C -4.26 -0.82 0.77
C -4.54 -2.15 0.52
C -3.56 -3.11 0.75
C -2.31 -2.74 1.21
H 0.54 -1.91 3.78
H 0.19 -3.11 2.53
H 1.76 0.88 2.40
H 1.96 2.98 3.63
H -0.10 4.23 4.42
H -1.89 2.69 4.97
H -2.10 0.45 3.95
H -2.81 0.60 1.44
H -5.02 -0.07 0.58
H -5.52 -2.45 0.16
H -3.78 -4.16 0.56
H -1.56 -3.50 1.38
N -1.94 -1.78 -2.70
C -2.28 -0.46 -2.90
C -3.27 0.16 -3.66
C -3.28 1.54 -3.66
C -2.34 2.28 -2.93
C -1.36 1.67 -2.18
C -1.33 0.28 -2.17
N -0.47 -0.59 -1.54
C -0.86 -1.80 -1.88
C -0.12 -2.96 -1.43
C -0.32 -4.29 -1.68
S 0.89 -5.21 -0.90
C 1.59 -3.77 -0.27
N 0.96 -2.69 -0.63
H -2.44 -2.58 -3.05
H -3.99 -0.42 -4.23
H -4.03 2.06 -4.25
H -2.39 3.36 -2.97
H -0.62 2.24 -1.62
H -1.08 -4.76 -2.28
H 2.46 -3.78 0.37
F 4.89 -1.32 -4.14
C 4.26 -0.49 -3.27
C 3.33 -1.02 -2.39
C 2.69 -0.19 -1.48
C 3.02 1.18 -1.48
C 3.93 1.67 -2.41
F 4.19 3.00 -2.47
C 4.56 0.85 -3.32
C 2.36 1.99 -0.45
C 2.96 3.20 0.13
C 2.38 3.87 1.12
C 1.04 3.49 1.66
C 0.56 2.13 1.08
N 1.25 1.51 -0.01
H 3.14 -2.09 -2.43
H 5.26 1.25 -4.04
H 3.93 3.51 -0.25
H 2.86 4.74 1.56
H 0.33 4.32 1.53
H -0.51 2.13 0.85
*
```

Atomic partial charges in e from the Löwdin method, atoms 1 to 2:
1 Ni 0.424
2 O 0.004

***

ORCA calculation (wB97M-V/def2-TZVPD) on a cluster of 9 separate species, C76H94F12N10O8 in total in a non-equilibrium geometry.

The HOMO energy is -13.446 eV. As for the HOMO-LUMO gap: 2.568 eV. The calculation puts the strongest force on any atom at 0.112 hartree/bohr. As for the lowest unoccupied orbital energy: -10.9 eV.

```
! wB97M-V def2-TZVPD RIJCOSX def2/J DEFGRID3
* xyz 6 1
C 9.31 -0.72 1.05
N 8.42 -1.14 0.11
C 7.31 -2.09 0.57
C 6.41 -2.50 -0.42
C 6.49 -2.21 -1.81
C 7.58 -1.43 -2.04
C 8.53 -0.80 -1.20
C 5.52 -2.77 -2.73
C 4.23 -3.23 -2.32
C 3.30 -3.56 -3.28
N 3.55 -3.46 -4.65
C 4.74 -2.96 -5.02
C 5.71 -2.68 -4.08
C 2.54 -3.75 -5.72
H 9.12 -1.08 2.15
H 10.33 -0.40 0.76
H 1.74 -8.07 0.09
H 7.32 -2.27 1.61
H 5.73 -3.16 0.09
H 7.85 -1.16 -3.10
H 9.44 -0.29 -1.65
H 3.96 -3.12 -1.34
H 2.21 -3.65 -2.98
H 5.08 -2.65 -5.98
H 6.61 -2.30 -4.55
H 1.64 -3.92 -5.17
H 2.97 -4.52 -6.30
H 2.66 -2.91 -6.34
C -6.84 2.92 12.92
N -5.50 2.89 12.36
C -4.99 4.05 11.88
C -3.74 4.01 11.37
C -3.01 2.78 11.17
C -3.58 1.63 11.80
C -4.82 1.73 12.39
C -1.92 2.68 10.23
C -1.64 1.47 9.59
C -0.67 1.47 8.62
N 0.21 2.49 8.46
C 0.01 3.67 9.11
C -1.10 3.80 9.88
C 1.47 2.20 7.66
H -7.47 3.53 12.24
H -6.80 3.47 13.89
H -7.34 1.96 13.02
H -6.87 -4.45 -0.17
H -3.24 4.90 10.95
H -3.04 0.68 11.71
H -5.39 0.92 12.82
H -2.10 0.52 9.81
H -0.48 0.58 8.05
H 0.75 4.44 8.84
H -1.29 4.74 10.45
H 1.36 2.47 6.56
H 1.55 1.16 7.85
H 2.38 2.69 8.20
C 4.58 5.63 0.18
N 5.89 4.92 0.42
C 6.21 4.45 1.62
C 7.56 4.07 1.87
C 8.54 4.43 0.96
C 8.11 4.74 -0.38
C 6.79 4.99 -0.59
C 9.97 4.56 1.32
C 10.28 4.73 2.65
C 11.60 4.63 3.04
N 12.59 4.46 2.24
C 12.35 4.34 0.91
C 11.05 4.39 0.42
C 13.99 4.30 2.66
H 4.77 6.70 0.43
H 3.81 5.19 0.78
H 4.29 5.54 -0.86
H 5.53 4.40 2.47
H 7.78 3.69 2.87
H 8.81 4.92 -1.17
H 6.48 5.29 -1.57
H 9.56 4.96 3.35
H 11.86 4.73 4.10
H 13.23 4.19 0.29
H 10.94 4.08 -0.66
H 14.28 3.36 3.00
H 14.21 5.03 3.47
H 14.55 4.58 1.78
C -2.40 14.83 -5.20
N -2.86 13.38 -5.16
C -1.95 12.41 -5.44
C -2.39 11.07 -5.35
C -3.73 10.77 -5.16
C -4.63 11.81 -4.89
C -4.20 13.13 -4.88
C -4.18 9.26 -5.12
C -4.83 8.74 -6.19
C -5.13 7.37 -6.24
N -4.74 6.55 -5.27
C -4.05 7.05 -4.22
C -3.82 8.37 -4.12
C -5.26 5.16 -5.18
H -1.36 14.80 -5.03
H -2.88 15.44 -4.44
H -2.62 15.24 -6.18
H -0.96 12.60 -5.77
H -1.66 10.27 -5.58
H -5.63 11.61 -4.60
H -4.84 13.94 -4.56
H -5.03 9.41 -7.02
H -5.64 6.95 -7.07
H -3.77 6.49 -3.38
H -3.31 8.70 -3.23
H -4.90 4.58 -6.01
H -6.37 5.22 -5.26
H -4.97 4.77 -4.20
C -2.42 -4.87 -2.95
N -3.77 -5.39 -3.47
C -4.22 -4.92 -4.65
C -5.25 -5.52 -5.33
C -6.00 -6.53 -4.78
C -5.61 -6.99 -3.50
C -4.50 -6.41 -2.92
C -7.03 -7.23 -5.61
C -7.94 -6.48 -6.38
C -8.95 -7.15 -7.00
N -9.14 -8.50 -6.82
C -8.22 -9.17 -6.23
C -7.11 -8.63 -5.62
C -10.37 -9.12 -7.37
H -2.11 -3.84 -3.12
H -1.70 -5.54 -3.45
H -2.35 -5.07 -1.91
H -3.71 -4.05 -5.06
H -5.60 -5.04 -6.25
H -6.23 -7.80 -3.00
H -4.21 -6.80 -1.96
H -7.78 -5.35 -6.55
H -9.77 -6.66 -7.54
H -8.37 -10.26 -6.19
H -6.41 -9.28 -5.12
H -11.23 -8.53 -7.02
H -10.42 -10.13 -6.94
H -10.31 -9.15 -8.45
C -0.23 -8.28 0.39
O -0.23 -9.41 -0.19
O 1.08 -7.86 0.79
C -0.96 -7.35 -0.68
F -2.25 -7.70 -1.14
F -1.27 -6.07 -0.18
F -0.22 -7.11 -1.74
C -0.67 -10.62 0.56
C -0.63 -11.83 -0.44
H -1.33 -11.73 -1.28
H 0.40 -11.96 -0.83
H -1.01 -12.59 0.19
H -1.60 -10.35 0.98
H 0.14 -10.82 1.34
H -0.91 -8.21 1.32
C -5.09 -5.06 0.50
O -5.60 -5.18 1.79
O -6.01 -4.76 -0.49
C -4.03 -3.95 0.58
F -3.59 -3.55 -0.70
F -4.31 -2.83 1.22
F -3.05 -4.60 1.28
C -5.93 -6.54 2.32
C -6.41 -6.26 3.71
H -5.81 -5.60 4.36
H -7.46 -5.99 3.79
H -6.32 -7.17 4.28
H -5.08 -7.18 2.33
H -6.79 -6.95 1.86
H -4.50 -6.00 0.14
C 0.10 -1.72 -3.05
O -1.14 -1.78 -3.81
O 0.83 -2.78 -3.35
C 0.99 -0.34 -3.27
F 1.70 -0.54 -4.45
F 0.38 0.86 -3.33
F 1.91 -0.30 -2.27
C -1.99 -0.64 -3.74
C -3.30 -0.94 -4.44
H -4.02 -0.21 -4.11
H -3.10 -0.94 -5.50
H -3.64 -1.98 -4.13
H -1.52 0.18 -4.22
H -2.16 -0.35 -2.73
H -0.13 -1.62 -2.03
C 2.39 2.69 4.00
O 3.60 1.93 3.87
O 1.49 2.17 4.83
C 2.75 4.20 4.59
F 3.70 5.00 3.87
F 1.66 4.97 4.54
F 3.10 4.09 5.84
C 3.38 0.53 3.89
C 4.32 -0.29 4.75
H 5.37 -0.46 4.34
H 4.59 0.19 5.68
H 3.83 -1.23 4.94
H 3.15 0.20 2.85
H 2.41 0.34 4.39
H 1.97 2.88 2.96
*
```

Atomic partial charges in e from the Löwdin method, atoms 1 to 2:
1 C -0.021
2 N -0.162

***

ORCA calculation (wB97M-V/def2-TZVPD) on a cluster of 2 separate species, C5H12N in total in a non-equilibrium geometry.

The HOMO energy is -13.577 eV. As for the HOMO-LUMO gap: 8.363 eV. The energy above the lowest of the compared OMol25 structures with the same formula, charge and spin comes out at 157.1 kcal per mole. The calculation puts the strongest force on any atom at 0.082 hartree/bohr. As for the lowest unoccupied orbital energy: -5.2 eV.

```
! wB97M-V def2-TZVPD RIJCOSX def2/J DEFGRID3
* xyz 1 1
C 2.20 1.05 0.84
C 1.38 -0.28 0.51
C 0.36 0.05 -0.77
C -0.68 -0.08 0.14
C -1.35 0.22 1.24
N -1.94 -0.93 -1.63
H 3.27 0.75 0.97
H 2.14 1.71 -0.03
H 1.69 1.55 1.65
H 2.02 -0.95 -0.06
H 1.35 -0.57 1.64
H 0.52 -0.93 -1.22
H 0.57 0.88 -1.43
H -2.33 0.75 1.00
H -0.92 0.03 2.20
H -1.61 -1.65 -0.95
H -2.07 0.03 -1.19
H -2.29 -0.74 -2.60
*
```

Atomic partial charges in e from the natural (NBO) method, atoms 1 to 2:
1 C -0.597
2 C -0.426

***

ORCA calculation (wB97M-V/def2-TZVPD) on a cluster of 2 separate species, C2H6N2O2 in total in a non-equilibrium geometry.

The HOMO energy is -9.794 eV. As for the HOMO-LUMO gap: 10.577 eV. The energy above the lowest of the compared OMol25 structures with the same formula, charge and spin comes out at 65.9 kcal per mole. The calculation puts the strongest force on any atom at 0.103 hartree/bohr. As for the lowest unoccupied orbital energy: 0.8 eV. The SMILES is C=NN.O=CO.

```
! wB97M-V def2-TZVPD RIJCOSX def2/J DEFGRID3
* xyz 0 1
C 0.89 0.41 0.78
N 0.31 -0.22 -0.10
N 0.94 -1.00 -0.93
H 1.95 0.19 1.05
H 0.25 1.01 1.34
H 1.91 -1.37 -0.86
H 0.47 -1.89 -1.06
O -2.49 -0.42 0.93
C -2.81 0.23 -0.05
O -1.95 0.71 -0.87
H -3.80 0.33 -0.56
H -0.99 0.35 -0.49
*
```

Atomic partial charges in e from the natural (NBO) method, atoms 1 to 2:
1 C -0.096
2 N -0.229

***

ORCA calculation (wB97M-V/def2-TZVPD) on a cluster of 2 separate species, C3H11NO3 in total in a non-equilibrium geometry.

The HOMO energy is -9.758 eV. As for the HOMO-LUMO gap: 10.439 eV. The energy above the lowest of the compared OMol25 structures with the same formula, charge and spin comes out at 37.8 kcal per mole. The calculation puts the strongest force on any atom at 0.033 hartree/bohr. As for the lowest unoccupied orbital energy: 0.7 eV. The SMILES is NC(CO)CO.O.

```
! wB97M-V def2-TZVPD RIJCOSX def2/J DEFGRID3
* xyz 0 1
N -0.03 0.65 0.87
C 0.47 0.11 -0.45
C 1.85 -0.48 -0.21
O 2.65 0.37 0.59
C -0.59 -0.82 -1.03
O -1.65 -0.06 -1.58
H 0.84 0.81 1.38
H -0.36 1.60 0.67
H 0.45 0.98 -1.15
H 2.16 -0.75 -1.24
H 1.83 -1.40 0.40
H 3.47 0.64 0.18
H -0.95 -1.45 -0.19
H -0.19 -1.51 -1.77
H -2.20 0.26 -0.83
O -2.72 0.33 1.07
H -3.22 0.30 1.90
H -1.80 0.41 1.41
*
```

Atomic partial charges in e from the natural (NBO) method, atoms 1 to 2:
1 N -0.877
2 C -0.102

***

Number 8 is which compound?
C5H12N

***

strongest force on any atom of number 1 (C3H6O2S)?
0.078 hartree/bohr

***

The highest strongest force on any atom belongs to which entry?
C76H94F12N10O8

***

The lowest strongest force on any atom belongs to which entry?
C35H25F2N4NiO2PS